{
  "formula": "C30H56N9",
  "method": "ωB97M-V/def2-TZVPD",
  "symbols": ["C", "C", "C", "C", "C", "N", "C", "N", "N", "H", "H", "H", "H", "H", "H", "H", "H", "H", "H", "H", "H", "H", "H", "C", "C", "C", "C", "N", "H", "H", "H", "H", "H", "H", "H", "C", "C", "C", "C", "N", "H", "H", "H", "H", "H", "H", "H", "C", "C", "C", "C", "N", "H", "H", "H", "H", "H", "H", "H", "C", "C", "C", "C", "N", "H", "H", "H", "H", "H", "H", "H", "C", "C", "C", "C", "N", "H", "H", "H", "H", "H", "H", "H", "C", "C", "C", "C", "N", "H", "H", "H", "H", "H", "H", "H"],
  "coordinates": [[3.18226, 2.17669, -2.76559], [2.03159, 3.38919, -2.71386], [0.97275, 3.07721, -1.49562], [0.29162, 1.58639, -1.53725], [-0.00610, 0.85010, -2.97308], [-1.52025, 0.96031, -3.25031], [-1.86321, 2.14444, -2.32180], [-2.55602, 3.29292, -2.61430], [-1.16469, 1.68865, -1.03839], [2.73923, 1.23534, -3.31376], [4.09230, 2.61357, -3.39793], [3.59294, 1.92342, -1.69403], [1.49824, 3.55221, -3.74619], [2.64536, 4.35911, -2.38582], [1.53329, 3.16557, -0.44524], [0.16360, 3.95345, -1.47174], [1.01631, 0.85608, -0.97729], [0.42691, 1.35377, -3.95296], [0.14368, -0.31952, -3.02262], [-1.53325, 1.46536, -4.18724], [-3.53543, 3.52194, -2.33638], [-2.06410, 3.98878, -3.25179], [-1.54831, 0.74634, -0.73050], [-3.00207, -3.89307, -2.15109], [-1.52737, -3.74453, -1.79917], [-1.22131, -2.46313, -1.02424], [-1.49450, -1.25628, -1.81515], [-1.72035, -0.30440, -2.44058], [-3.34086, -3.08579, -2.80818], [-3.17114, -4.83935, -2.67406], [-3.62246, -3.88651, -1.24954], [-0.93163, -3.78150, -2.71905], [-1.22608, -4.60464, -1.18866], [-0.16374, -2.46864, -0.73544], [-1.80363, -2.44032, -0.09603], [-4.98390, -1.30395, 1.35635], [-4.59461, -0.90016, 2.77270], [-3.65849, 0.30728, 2.81677], [-2.36210, 0.02917, 2.18535], [-1.34172, -0.19184, 1.67718], [-4.11035, -1.61077, 0.77238], [-5.67848, -2.14917, 1.38301], [-5.47403, -0.47657, 0.83393], [-4.13128, -1.75639, 3.27731], [-5.50787, -0.65703, 3.32959], [-3.49264, 0.58808, 3.86345], [-4.13399, 1.16605, 2.32934], [-0.23758, -1.71588, 4.99072], [-1.02477, -0.86526, 5.97937], [-1.42047, -1.62663, 7.24425], [-2.33885, -2.73693, 6.96059], [-3.05771, -3.61942, 6.73100], [-0.83015, -2.56226, 4.62915], [0.04822, -1.11574, 4.12141], [0.67570, -2.10628, 5.45031], [-1.91780, -0.46807, 5.48221], [-0.40901, -0.00391, 6.26606], [-1.90574, -0.93070, 7.93858], [-0.52358, -2.00418, 7.74845], [-5.81849, -8.55430, 5.74177], [-5.25023, -7.15239, 5.92176], [-6.20554, -6.05330, 5.45749], [-6.46954, -6.11905, 4.01435], [-6.68283, -6.17998, 2.87459], [-6.00545, -8.77887, 4.68685], [-5.11087, -9.29896, 6.11898], [-6.75859, -8.66922, 6.29015], [-4.29771, -7.07757, 5.38366], [-5.02921, -6.99947, 6.98527], [-5.76492, -5.07807, 5.69554], [-7.14836, -6.11950, 6.01237], [5.88889, 1.06926, -7.56741], [6.21113, 2.53427, -7.30180], [7.24340, 2.73010, -6.19173], [6.75559, 2.25864, -4.88926], [6.36964, 1.87641, -3.86301], [5.44362, 0.59096, -6.68922], [5.17250, 0.98426, -8.39027], [6.79073, 0.51343, -7.84209], [5.28550, 3.06824, -7.05582], [6.60050, 2.97889, -8.22591], [7.48469, 3.79695, -6.11749], [8.17347, 2.21171, -6.45140], [5.91162, 4.73284, -0.39112], [6.47989, 6.13474, -0.21113], [5.52458, 7.23383, -0.67540], [5.26058, 7.16809, -2.11854], [5.04729, 7.10715, -3.25830], [5.72467, 4.50827, -1.44604], [6.61925, 3.98818, -0.01391], [4.97153, 4.61791, 0.15726], [7.43240, 6.20957, -0.74923], [6.70091, 6.28766, 0.85238], [5.96520, 8.20906, -0.43735], [4.58176, 7.16763, -0.12052]],
  "lowdin_charge": [-0.140, -0.239, -0.171, -0.247, -0.106, -0.043, -0.289, 0.065, 0.011, 0.064, 0.051, 0.088, 0.105, 0.113, 0.130, 0.120, 0.154, 0.137, 0.135, 0.191, 0.112, 0.122, 0.068, -0.096, -0.243, -0.134, 0.030, 0.128, 0.074, 0.085, 0.081, 0.119, 0.124, 0.139, 0.116, -0.102, -0.256, -0.181, -0.199, 0.159, 0.048, 0.083, 0.080, 0.114, 0.118, 0.113, 0.127, -0.113, -0.266, -0.189, -0.221, 0.142, 0.071, 0.056, 0.079, 0.092, 0.114, 0.121, 0.125, -0.114, -0.273, -0.199, -0.234, 0.128, 0.072, 0.074, 0.077, 0.112, 0.111, 0.104, 0.122, -0.115, -0.269, -0.190, -0.209, 0.145, 0.069, 0.073, 0.078, 0.112, 0.112, 0.122, 0.124, -0.115, -0.268, -0.198, -0.233, 0.136, 0.063, 0.076, 0.071, 0.116, 0.111, 0.120, 0.120],
  "lumo_energy_ha": -0.123,
  "total_charge": 1
}


{
  "formula": "C30H57B3ClN7O12",
  "method": "ωB97M-V/def2-TZVPD",
  "symbols": ["C", "C", "O", "O", "C", "O", "C", "B", "O", "B", "C", "C", "C", "Cl", "O", "B", "C", "C", "C", "C", "N", "C", "O", "H", "H", "H", "H", "H", "H", "H", "H", "H", "H", "H", "H", "H", "H", "H", "C", "N", "C", "C", "O", "H", "H", "H", "H", "H", "H", "H", "C", "N", "C", "C", "O", "H", "H", "H", "H", "H", "H", "H", "C", "N", "C", "C", "O", "H", "H", "H", "H", "H", "H", "H", "C", "N", "C", "C", "O", "H", "H", "H", "H", "H", "H", "H", "C", "N", "C", "C", "O", "H", "H", "H", "H", "H", "H", "H", "C", "N", "C", "C", "O", "H", "H", "H", "H", "H", "H", "H"],
  "coordinates": [[0.12166, -3.11585, 1.34515], [0.00408, -2.52415, -0.02993], [0.25280, -3.09224, -1.04903], [-0.47833, -1.23980, 0.03133], [-0.42286, -0.44533, -1.13256], [0.59549, -0.30815, -1.72734], [-1.74523, 0.18036, -1.42223], [-2.84214, -0.88864, -1.75968], [-4.18786, -0.54340, -1.86044], [-4.96712, -1.27023, -0.96610], [-6.35824, -0.73756, -0.48710], [-7.53262, -1.72362, -0.63395], [-7.42045, -2.95683, 0.24960], [-8.35859, -4.32784, -0.44017], [-4.42527, -2.47838, -0.52630], [-3.53370, -3.05565, -1.42776], [-3.63348, -4.52257, -1.90638], [-4.86193, -5.15924, -2.11129], [-4.86202, -6.46286, -2.57941], [-3.63590, -7.08401, -2.81203], [-2.45349, -6.51165, -2.59631], [-2.46572, -5.25453, -2.15673], [-2.53877, -2.22424, -1.91809], [0.12433, -2.35456, 2.12168], [1.02539, -3.72233, 1.38289], [-0.72918, -3.77590, 1.52253], [-2.04753, 0.75535, -0.54149], [-1.61229, 0.90411, -2.22755], [-6.58884, 0.15283, -1.07745], [-6.27064, -0.38490, 0.54741], [-7.66611, -2.00286, -1.68027], [-8.44936, -1.19913, -0.35088], [-7.82064, -2.78220, 1.24565], [-6.40255, -3.32093, 0.34039], [-5.79545, -4.64433, -1.91398], [-5.78522, -6.99386, -2.77271], [-3.62043, -8.09958, -3.19240], [-1.49658, -4.78977, -1.99806], [0.90933, 2.08425, 3.49110], [-0.07199, 1.01905, 3.48178], [-0.92627, 0.86809, 2.31337], [-0.21831, 0.16166, 4.50489], [-1.01418, -0.76057, 4.52944], [0.41215, 3.05383, 3.40316], [1.60490, 1.96730, 2.65946], [1.47891, 2.06406, 4.41775], [-1.97549, 0.98062, 2.59432], [-0.79118, -0.12165, 1.88990], [-0.66508, 1.62287, 1.57544], [0.47284, 0.36620, 5.34217], [2.26479, 4.45057, -0.31757], [1.29090, 3.41407, -0.64054], [1.54037, 2.54673, -1.78510], [0.18695, 3.22150, 0.07994], [-0.65893, 2.35944, -0.13716], [2.37531, 5.14030, -1.15530], [3.22764, 3.99631, -0.10598], [1.94438, 5.00744, 0.55873], [0.72594, 2.62757, -2.50253], [1.59701, 1.50783, -1.46024], [2.47323, 2.83026, -2.26405], [0.09782, 3.92502, 0.92548], [1.47551, -6.17244, -3.85034], [2.70262, -5.72387, -3.22447], [2.69293, -4.48350, -2.46486], [3.85189, -6.41604, -3.31889], [4.90422, -6.08184, -2.80691], [1.11777, -5.43247, -4.56922], [0.69492, -6.33450, -3.10420], [1.65467, -7.10955, -4.37430], [3.40650, -3.77632, -2.88955], [2.98393, -4.67528, -1.43137], [1.69873, -4.05616, -2.48679], [3.75281, -7.33985, -3.91528], [5.69382, 6.41208, 4.28529], [5.33037, 5.63541, 3.12058], [5.37839, 4.17733, 3.16622], [4.91266, 6.19560, 1.97517], [4.60265, 5.54842, 0.98865], [6.73051, 6.21952, 4.56839], [5.05123, 6.16109, 5.13189], [5.58443, 7.47293, 4.06733], [6.06491, 3.79681, 2.41046], [4.39359, 3.77560, 2.95553], [5.69959, 3.85072, 4.15126], [4.84417, 7.29577, 2.01393], [-3.29013, 5.92124, -3.04941], [-2.07701, 5.39226, -3.63390], [-1.26187, 4.46375, -2.86862], [-1.66760, 5.72929, -4.87334], [-0.65630, 5.30889, -5.39877], [-3.06904, 6.47499, -2.13436], [-3.98579, 5.11520, -2.80675], [-3.77107, 6.59512, -3.75584], [-0.25848, 4.87030, -2.73317], [-1.17697, 3.51756, -3.40311], [-1.71797, 4.28922, -1.89754], [-2.34833, 6.43702, -5.37742], [4.73033, -2.02222, 3.36104], [4.39983, -0.67335, 3.77848], [4.00444, -0.43241, 5.15592], [4.44500, 0.36741, 2.93110], [4.17277, 1.51803, 3.23305], [3.87638, -2.68699, 3.50324], [5.57225, -2.40768, 3.93848], [5.00114, -2.02257, 2.30741], [3.00057, -0.00872, 5.19508], [4.68656, 0.27307, 5.63095], [4.01901, -1.37295, 5.70016], [4.75318, 0.08576, 1.91134]],
  "lowdin_charge": [0.052, -0.474, 0.123, 0.063, -0.415, 0.161, 0.064, -0.475, 0.304, -0.502, -0.056, -0.268, -0.569, 0.539, 0.283, -0.474, -0.040, -0.010, -0.048, -0.139, 0.070, -0.080, 0.326, 0.075, 0.092, 0.101, 0.123, 0.134, 0.114, 0.125, 0.103, 0.110, 0.077, 0.056, 0.091, 0.105, 0.104, 0.106, -0.055, -0.176, -0.022, -0.367, 0.001, 0.087, 0.080, 0.078, 0.105, 0.071, 0.044, 0.124, -0.050, -0.159, -0.012, -0.338, -0.044, 0.096, 0.077, 0.082, 0.076, 0.073, 0.099, 0.140, -0.055, -0.194, -0.039, -0.365, 0.002, 0.091, 0.080, 0.080, 0.095, 0.092, 0.057, 0.129, -0.060, -0.192, -0.044, -0.339, -0.007, 0.089, 0.089, 0.081, 0.097, 0.067, 0.088, 0.135, -0.061, -0.196, -0.046, -0.358, 0.017, 0.089, 0.089, 0.081, 0.091, 0.089, 0.082, 0.132, -0.051, -0.189, -0.030, -0.325, -0.010, 0.089, 0.091, 0.085, 0.072, 0.094, 0.090, 0.140],
  "lumo_energy_ha": 0.011,
  "smiles": "CC(=O)OC(=O)CB1OB(CCCCl)OB(c2cccnc2)O1.CN(C)C=O.CN(C)C=O.CN(C)C=O.CN(C)C=O.CN(C)C=O.CN(C)C=O"
}